1.
# CH3FN2OS

A cluster of 2 separate species, CH3FN2OS in total (ωB97M-V/def2-TZVPD, the Open Molecules 2025 dataset).

HOMO level (spin up / spin down), eV: -9.705 / -9.702
Total energy, Ha: -722.60430
Maximum force, eV/Å: 3.972
HOMO-LUMO gap (spin up / spin down), eV: 8.61 / 8.60
Lowest unoccupied orbital energy (spin up / spin down), eV: -1.098 / -1.098

Atoms and positions in Å:
S1 -0.88674 -1.20704 0.61721
F1 3.16339 0.81343 0.93658
O1 1.45567 0.84460 2.23697
N1 -0.77428 0.34001 0.17966
N2 1.18102 0.76711 0.01020
C1 1.88326 0.77352 1.12949
H1 -0.72651 -1.73536 -0.70176
H2 1.42308 0.62652 -0.92749
H3 -0.86775 0.78077 1.06963

2.
# CH3FN4O2

A cluster of 2 separate species, CH3FN4O2 in total (ωB97M-V/def2-TZVPD, the Open Molecules 2025 dataset).

HOMO level (spin up / spin down), eV: -10.588 / -11.120
Total energy, Ha: -508.95538
Maximum force, eV/Å: 3.638
HOMO-LUMO gap (spin up / spin down), eV: 5.85 / 6.63
Lowest unoccupied orbital energy (spin up / spin down), eV: -4.741 / -4.493

Atoms and positions in Å:
F1 0.97165 -2.31258 0.19136
O1 1.66974 1.65228 0.36321
O2 2.68743 -0.13967 -0.25657
N1 -1.58437 -0.85591 -0.00481
N2 0.54393 -0.08377 -0.36709
N3 1.71124 0.51383 -0.04933
N4 -1.07731 1.40329 0.04329
C1 -0.74614 0.16789 -0.03852
H1 -1.20740 -1.77872 -0.15168
H2 -0.39697 2.13534 0.19170
H3 -2.57181 -0.70197 0.07843

3.
# CH3FNP

A cluster of 2 separate species, CH3FNP in total (ωB97M-V/def2-TZVPD, the Open Molecules 2025 dataset).

HOMO level (spin up / spin down), eV: -11.316 / -10.656
Total energy, Ha: -535.70802
Maximum force, eV/Å: 3.059
HOMO-LUMO gap (spin up / spin down), eV: 8.53 / 7.76
Lowest unoccupied orbital energy (spin up / spin down), eV: -2.791 / -2.894

Atoms and positions in Å:
P1 -0.79488 0.77360 -0.20203
F1 -1.98664 -0.69429 1.38628
N1 -0.80360 2.11539 -0.87717
C1 0.62871 -0.38305 -0.05735
H1 0.59958 -1.21075 -0.81089
H2 1.51590 0.33233 -0.27463
H3 0.84093 -0.93321 0.83579

4.
# CH3FO2

A cluster of 2 separate species, CH3FO2 in total (ωB97M-V/def2-TZVPD, the Open Molecules 2025 dataset).

HOMO level, eV: -10.079
Total energy, Ha: -290.02583
Maximum force, eV/Å: 5.506
HOMO-LUMO gap, eV: 10.53
Lowest unoccupied orbital energy, eV: 0.456

Atoms and positions in Å:
F1 1.23997 -0.66356 0.42226
O1 -0.76933 -0.14892 -0.59818
O2 -1.49959 0.01788 0.53352
C1 0.54064 0.14281 -0.50512
H1 0.84374 1.50384 0.60770
H2 1.03250 0.04769 -1.47065
H3 -1.38791 -0.89975 1.01049

5.
# CH3FO2

A cluster of 2 separate species, CH3FO2 in total (ωB97M-V/def2-TZVPD, the Open Molecules 2025 dataset).

HOMO level, eV: -9.508
Total energy, Ha: -290.01961
Maximum force, eV/Å: 5.997
HOMO-LUMO gap, eV: 9.87
Lowest unoccupied orbital energy, eV: 0.363

Atoms and positions in Å:
F1 1.11269 -0.74851 0.35044
O1 -1.58432 -0.11005 0.51756
O2 -0.79742 -0.24551 -0.70531
C1 0.48087 -0.01821 -0.50852
H1 0.78037 1.47423 0.52900
H2 0.99781 0.25834 -1.41233
H3 -0.99000 -0.61029 1.22917

6.
# CH3FO2

A cluster of 2 separate species, CH3FO2 in total (ωB97M-V/def2-TZVPD, the Open Molecules 2025 dataset).

HOMO level, eV: -10.162
Total energy, Ha: -290.17751
Maximum force, eV/Å: 2.393
HOMO-LUMO gap, eV: 10.31
Lowest unoccupied orbital energy, eV: 0.145

Atoms and positions in Å:
F1 -0.55099 0.40094 -1.68102
O1 1.17791 -0.44409 0.04579
O2 -0.94776 0.10370 0.78072
C1 0.24561 0.40551 0.35324
H1 0.59965 1.39161 0.62681
H2 0.84443 -1.25341 -0.38439
H3 -1.36885 -0.60426 0.25884

Summary of energy above the lowest of the compared OMol25 structures with the same formula, charge and spin in eV
2.028; 2.939; 3.005; 6.252; 6.422; 2.125
(order as listed above)